Entry 1:
Here is a structure of composition C15H34N4O10V in a non-equilibrium geometry from the OMol25 dataset. Energies are from ωB97M-V/def2-TZVPD.

Calculated values
- energy relative to the best compared isomer or geometry (same formula, charge and spin) (eV) = 1.272
- 2S+1 = 1
- E_HOMO (eV) = -4.29
- E_tot (hartree) = -2507.43104
- net charge = -1

Last column: Mulliken charge in e.
Geometry (Å):
V: 26.20 29.15 -17.68  1.586
O: 25.74 29.25 -19.18  -0.506
O: 28.17 28.54 -18.32  -0.023
O: 27.22 24.90 -19.03  -0.415
O: 27.38 28.58 -15.50  -0.609
O: 27.68 31.09 -11.73  -0.589
O: 26.18 26.54 -17.81  -0.499
O: 25.55 24.50 -17.58  -0.800
O: 26.78 30.56 -17.22  -0.575
O: 21.91 34.30 -19.42  -0.635
O: 24.35 28.62 -16.57  -0.577
N: 23.74 33.37 -18.64  0.201
N: 29.32 27.94 -20.19  0.202
N: 27.90 32.44 -13.50  0.324
N: 28.53 27.55 -13.86  0.165
C: 24.82 33.44 -17.62  -1.030
C: 29.33 26.81 -14.83  -0.797
C: 26.31 25.34 -18.18  0.435
C: 29.15 28.08 -18.88  -0.086
C: 22.69 34.19 -18.49  0.213
C: 24.06 32.51 -19.79  -0.894
C: 23.28 29.53 -16.33  -0.508
C: 28.97 27.70 -12.47  -0.851
C: 28.20 28.37 -21.08  -0.881
C: 28.59 33.60 -14.10  -0.954
C: 27.65 28.48 -14.32  0.012
C: 26.54 32.24 -13.99  -1.151
C: 30.34 27.13 -20.75  -1.073
C: 28.33 31.95 -12.32  0.092
C: 23.61 30.71 -15.44  -0.110
H: 29.55 33.92 -13.72  0.335
H: 27.44 29.02 -20.67  0.146
H: 26.66 32.08 -15.07  0.330
H: 24.85 32.52 -17.03  0.161
H: 25.96 31.48 -13.50  0.349
H: 22.58 34.63 -17.49  0.309
H: 23.23 32.03 -20.32  0.324
H: 28.67 33.43 -15.18  0.251
H: 31.11 27.75 -21.22  0.333
H: 24.66 33.04 -20.54  0.374
H: 29.96 27.73 -18.23  0.303
H: 24.65 34.24 -16.89  0.350
H: 25.74 33.79 -18.08  0.386
H: 27.90 34.44 -13.92  0.349
H: 26.91 23.97 -18.99  0.262
H: 29.82 28.38 -12.34  0.326
H: 29.33 26.77 -12.02  0.282
H: 24.68 30.91 -15.60  -0.549
H: 30.83 26.49 -20.01  0.371
H: 28.76 26.62 -15.75  0.106
H: 22.40 28.97 -16.02  0.300
H: 23.36 30.49 -14.40  0.403
H: 24.62 31.62 -19.52  0.195
H: 29.28 32.36 -11.95  0.338
H: 28.19 28.13 -11.85  0.326
H: 29.99 26.42 -21.49  0.324
H: 23.02 31.58 -15.74  0.269
H: 27.71 27.42 -21.33  0.366
H: 25.92 33.14 -14.01  0.342
H: 30.16 27.46 -15.13  0.296
H: 28.54 28.86 -21.99  0.354
H: 29.67 25.86 -14.43  0.342
H: 27.26 29.14 -13.54  0.198
H: 23.07 29.97 -17.31  0.185

=====

Entry 2:
Here is a cluster of 3 separate species, C15H34O11S in total in a non-equilibrium geometry from the OMol25 dataset. Energies are from ωB97M-V/def2-TZVPD.

Calculated values
- 2S+1 = 1
- E_HOMO (eV) = -9.19
- E_tot (hartree) = -1817.54935
- net charge = 0

Last column: Mulliken charge in e.
Geometry (Å):
S: 3.93 5.42 2.40  0.640
O: -0.92 -3.40 -4.46  -0.278
O: 2.02 -2.84 -3.50  -0.283
O: 2.97 6.42 2.04  -0.446
O: -3.80 0.31 2.47  -0.277
O: 1.88 4.57 -0.31  -0.244
O: 3.08 4.47 3.46  -0.474
O: -1.49 -0.72 4.35  -0.277
O: -0.88 0.91 1.83  -0.345
O: -0.38 -2.15 -1.73  -0.318
O: 2.24 4.74 -2.50  -0.417
O: 4.22 4.58 1.00  -0.296
C: -1.77 -4.52 -4.57  -0.812
C: 3.65 3.29 0.84  -0.320
C: 3.00 -1.86 -3.76  -0.754
C: -1.68 -0.18 1.38  -0.124
C: -1.56 -2.25 -3.92  -0.698
C: -0.61 0.39 4.24  -0.606
C: 1.50 4.77 -1.60  0.043
C: -0.63 -1.50 -2.98  -0.237
C: -0.83 -1.95 4.56  -0.800
C: 2.39 3.26 -0.09  -0.232
C: 0.40 -3.33 -1.75  -0.346
C: -1.06 1.36 3.16  -0.333
C: -4.74 1.36 2.49  -0.814
C: -3.16 0.14 1.21  -0.619
C: 1.86 -3.13 -2.12  -0.577
H: 2.68 2.80 -1.05  0.374
H: 2.88 -1.53 -4.79  0.235
H: -3.26 1.05 0.60  0.363
H: -1.55 -2.75 4.38  0.233
H: -1.83 -1.60 -4.75  0.412
H: -4.96 1.59 3.53  0.234
H: 4.40 2.67 0.32  0.260
H: -2.45 -4.42 -5.42  0.318
H: 2.28 -2.34 -1.49  0.332
H: 0.41 0.06 4.02  0.331
H: 0.00 -2.08 3.86  0.356
H: -1.14 -5.40 -4.71  0.235
H: 0.30 -1.22 -3.47  0.113
H: -0.06 -4.10 -2.38  0.097
H: -2.09 1.69 3.33  0.084
H: -0.47 -2.02 5.59  0.323
H: -3.65 -0.69 0.69  0.369
H: -2.35 -4.67 -3.65  0.371
H: 2.41 -4.06 -1.91  0.399
H: -5.67 1.06 1.99  0.321
H: -1.29 -0.43 0.39  0.307
H: 4.01 -2.28 -3.64  0.321
H: -1.53 -1.06 2.00  0.021
H: 0.44 5.01 -1.83  0.400
H: -0.43 2.25 3.25  0.456
H: 2.88 -0.99 -3.10  0.313
H: -2.47 -2.53 -3.38  0.352
H: 1.62 2.58 0.32  0.156
H: 3.56 3.63 3.60  0.369
H: 0.37 -3.71 -0.73  0.418
H: -1.13 -0.56 -2.71  0.408
H: -0.60 0.90 5.21  0.412
H: 3.40 2.73 1.76  0.190
H: -4.35 2.26 2.02  0.364

=====

Entry 3:
Here is a structure of composition C15H35AlN4O6P in a non-equilibrium geometry from the OMol25 dataset. Energies are from ωB97M-V/def2-TZVPD.

Calculated values
- energy relative to the best compared isomer or geometry (same formula, charge and spin) (eV) = 1.453
- 2S+1 = 1
- E_HOMO (spin up / spin down) (eV) = -10.57 / -10.60
- E_tot (hartree) = -1846.30146
- net charge = +1

Last column: Mulliken charge in e.
Geometry (Å):
P: -1.05 -1.08 0.88  0.960
Al: 1.30 0.88 -1.21  -0.275
O: 1.70 1.72 1.87  -0.644
O: 0.93 1.52 -2.97  -0.573
O: 1.29 3.89 -2.50  -0.760
O: 2.79 -0.39 1.21  -0.629
O: -1.52 1.17 -1.81  -0.690
O: 0.01 -1.01 -3.11  -0.573
N: 1.10 1.87 0.73  0.952
N: 2.26 -0.51 -0.04  0.871
N: -0.58 1.58 -1.05  1.248
N: 0.86 -0.84 -2.01  1.087
C: 2.35 -1.76 -0.53  0.439
C: -2.14 0.02 1.86  -0.515
C: -1.76 3.73 -0.75  -1.617
C: -3.17 -0.60 2.80  -1.373
C: 2.81 2.20 -1.65  -1.638
C: 3.07 -2.89 0.13  -1.752
C: 0.16 2.85 0.73  0.219
C: 0.13 -2.09 3.20  -1.311
C: -0.75 2.73 -0.34  0.192
C: 1.58 -1.93 -1.71  0.285
C: -0.74 -2.47 2.02  -0.830
C: 1.50 -3.17 -2.51  -1.721
C: -2.18 -1.79 -0.38  -0.341
C: -3.32 -2.69 0.08  -1.371
C: 0.11 3.84 1.84  -1.374
H: 3.97 -3.13 -0.45  0.412
H: 1.10 4.29 1.96  0.344
H: -3.76 -3.17 -0.79  0.443
H: 2.33 3.29 -1.96  0.497
H: 1.17 -2.96 -3.53  0.448
H: -2.57 -0.93 -0.95  0.252
H: 2.49 -3.64 -2.56  0.462
H: 3.36 1.89 -2.55  0.452
H: -1.41 4.25 -1.65  0.306
H: -1.53 -2.33 -1.08  0.158
H: 0.82 -3.90 -2.06  0.315
H: -0.60 4.64 1.62  0.471
H: 0.33 -2.96 3.83  0.427
H: -1.91 4.49 0.02  0.451
H: -2.75 -1.36 3.46  0.293
H: -1.46 0.67 2.44  0.272
H: -0.56 -0.20 -3.12  0.415
H: -2.72 3.25 -0.97  0.332
H: -4.01 -1.03 2.27  0.230
H: 1.09 -1.69 2.88  0.181
H: 2.43 -3.79 0.14  0.378
H: 3.35 -2.64 1.16  0.401
H: -3.58 0.18 3.45  0.423
H: -4.12 -2.13 0.57  0.245
H: 2.40 0.52 1.56  0.454
H: 1.06 2.68 -2.95  0.460
H: -0.22 -3.24 1.43  0.472
H: -0.16 3.36 2.79  0.287
H: -2.64 0.68 1.14  0.419
H: 1.21 1.06 -3.78  0.293
H: -0.34 -1.33 3.84  0.313
H: -1.69 -2.91 2.33  0.515
H: 1.58 4.50 -3.20  0.242
H: 3.52 2.28 -0.81  0.382
H: -2.97 -3.49 0.74  0.290

=====

Entry 4:
Here is a cluster of 2 separate species, C15H35BNO4 in total in a non-equilibrium geometry from the OMol25 dataset. Energies are from ωB97M-V/def2-TZVPD.

Calculated values
- 2S+1 = 1
- E_HOMO (eV) = -13.03
- E_tot (hartree) = -972.79648
- net charge = +1

Last column: Mulliken charge in e.
Geometry (Å):
O: -5.97 0.28 -1.71  -0.494
O: -0.65 2.25 2.76  -0.446
O: -1.21 1.08 -2.33  -0.571
O: -2.03 -1.73 1.02  -0.551
N: -0.21 0.55 -1.50  1.203
C: -0.71 0.08 -0.19  -0.777
C: -5.81 0.50 -3.11  -0.557
C: 0.36 1.69 3.61  -0.537
C: 2.21 1.53 -1.58  -0.930
C: 3.25 0.01 0.30  -0.203
C: -2.49 -1.62 -1.48  -1.070
C: -1.36 1.31 1.99  -1.242
C: 1.48 -2.45 1.91  -0.351
C: 2.86 -2.91 1.48  -0.603
C: 0.34 2.15 0.23  -0.862
C: -1.03 1.43 0.48  0.501
C: 3.32 -2.50 0.07  -1.205
C: 2.72 -1.20 -0.47  0.365
C: 0.74 1.69 -1.17  0.016
C: 3.20 1.39 -0.44  -1.233
B: -1.78 -1.11 -0.17  0.218
H: 1.08 2.48 3.80  0.297
H: 0.11 3.21 0.24  0.463
H: -5.27 1.43 -3.29  0.255
H: 1.02 1.82 1.00  0.263
H: 3.00 2.15 0.30  0.390
H: -1.88 1.95 0.05  0.591
H: -6.48 1.02 -1.37  0.294
H: -2.49 -2.70 -1.43  0.327
H: 4.19 1.62 -0.82  0.466
H: 2.32 0.74 -2.31  0.272
H: 3.61 -2.65 2.22  0.350
H: 0.88 0.89 3.09  0.081
H: 3.07 -1.12 -1.50  0.506
H: -2.70 -1.27 1.56  0.347
H: -5.23 -0.33 -3.52  0.212
H: 2.47 2.43 -2.12  0.504
H: 2.78 0.14 1.27  0.050
H: 0.70 -2.87 1.28  0.150
H: 4.29 -0.20 0.50  0.697
H: -1.97 -1.35 -2.39  0.469
H: 1.64 -1.27 -0.48  -0.630
H: 2.82 -3.99 1.49  0.358
H: -1.16 0.29 2.32  0.597
H: 0.38 2.49 -1.82  0.337
H: 0.09 -0.26 0.45  -0.418
H: -2.08 0.86 -1.95  0.390
H: 1.29 -2.79 2.92  0.507
H: 4.39 -2.36 0.08  0.382
H: -3.53 -1.29 -1.50  0.291
H: 1.36 -1.37 1.92  -0.365
H: -6.78 0.54 -3.61  0.315
H: -0.06 1.33 4.54  0.332
H: -2.42 1.50 2.14  0.308
H: 0.19 -0.18 -2.09  0.524
H: 3.14 -3.30 -0.63  0.415